Below is 7 unconnected molecules or ions with the total composition C56H126F6N4O3P3, with properties calculated with ωB97M-V with the def2-TZVPD basis set.

Last column: Löwdin charge in e.
CARTESIAN COORDINATES (ANGSTROEM)
P1 -11.603 6.279 10.972  1.06
P2 -14.756 11.375 5.479  1.04
P3 -10.082 11.766 2.392  0.23
F1 -11.323 11.799 1.301  -0.19
F2 -11.039 10.688 3.080  -0.19
F3 -8.720 11.391 3.327  -0.22
F4 -10.687 12.895 3.386  -0.15
F5 -9.154 12.894 1.636  -0.16
F6 -9.396 10.696 1.390  -0.19
O1 -13.797 6.072 7.486  -0.08
O2 -13.236 7.446 5.905  -0.01
O3 -12.013 7.286 7.504  -0.03
N1 -13.026 6.907 6.959  -0.64
N2 -17.564 5.119 8.223  -0.19
N3 -7.383 7.545 4.686  -0.22
N4 -13.171 3.336 3.507  -0.24
C1 -13.887 13.304 3.411  -0.22
C2 -6.051 7.022 2.485  -0.21
C3 -11.934 4.040 2.772  -0.06
C4 -16.996 3.716 8.660  -0.08
C5 -11.236 8.100 14.108  -0.29
C6 -9.089 7.113 6.456  -0.15
C7 -19.080 5.182 8.739  -0.06
C8 -17.007 3.866 3.204  -0.08
C9 -16.694 6.180 9.000  0.03
C10 -14.990 8.623 2.590  -0.31
C11 -15.313 9.619 12.621  -0.09
C12 -11.244 5.908 12.686  -0.24
C13 -13.354 6.928 10.705  -0.23
C14 -14.502 3.771 2.874  -0.07
C15 -12.328 1.809 1.798  -0.12
C16 -11.328 4.710 10.017  -0.23
C17 -7.382 9.062 4.602  0.05
C18 -12.154 11.754 8.187  -0.28
C19 -17.374 5.401 6.716  -0.13
C20 -8.770 7.092 10.693  -0.25
C21 -9.577 6.532 5.148  -0.19
C22 -18.202 6.591 6.231  -0.19
C23 -7.860 8.115 10.061  -0.26
C24 -4.778 6.395 1.946  -0.10
C25 -18.097 6.876 4.674  -0.05
C26 -11.708 3.198 1.490  -0.12
C27 -12.478 2.522 9.562  -0.21
C28 -12.604 3.882 10.322  -0.26
C29 -15.007 12.938 4.499  -0.20
C30 -12.310 12.249 6.720  -0.18
C31 -14.671 9.946 3.279  -0.23
C32 -13.836 1.687 9.481  -0.07
C33 -15.663 11.590 7.108  -0.24
C34 -14.014 8.345 1.567  -0.11
C35 -11.488 10.456 8.418  -0.13
C36 -17.360 12.158 9.508  -0.10
C37 -14.973 9.066 11.189  -0.19
C38 -6.313 7.788 10.000  -0.08
C39 -15.326 13.545 1.347  -0.10
C40 -15.426 10.037 4.595  -0.31
C41 -10.246 7.528 10.556  -0.24
C42 -6.163 6.839 4.042  -0.09
C43 -18.076 11.966 8.163  -0.25
C44 -12.941 11.142 5.833  -0.23
C45 -7.516 7.078 6.223  -0.02
C46 -17.117 12.196 6.972  -0.22
C47 -14.430 14.285 2.350  -0.23
C48 -17.808 3.441 9.917  -0.14
C49 -13.068 3.784 4.925  -0.01
C50 -15.707 3.204 3.728  -0.20
C51 -8.655 6.981 4.093  -0.13
C52 -13.473 8.428 11.084  -0.20
C53 -12.915 1.863 3.252  -0.07
C54 -11.911 6.748 13.912  -0.17
C55 -11.734 8.925 15.299  -0.10
C56 -19.036 4.402 9.988  -0.15
H1 -10.166 8.035 14.303  0.11
H2 -13.137 11.653 8.647  0.08
H3 -11.495 9.988 15.269  0.08
H4 -17.037 13.190 9.376  0.09
H5 -15.244 8.841 13.381  0.06
H6 -15.512 14.213 0.506  0.08
H7 -15.136 10.713 2.660  0.11
H8 -6.868 7.618 6.914  0.11
H9 -6.884 6.560 1.954  0.10
H10 -16.956 4.952 3.281  0.04
H11 -16.354 5.677 6.449  0.12
H12 -11.259 12.319 6.441  0.12
H13 -6.108 8.095 2.302  0.11
H14 -12.930 8.977 10.315  0.07
H15 -9.538 8.090 6.634  0.10
H16 -10.576 6.809 4.811  0.12
H17 -15.753 2.116 3.689  0.11
H18 -13.053 7.991 1.942  0.08
H19 -17.812 7.384 6.869  0.10
H20 -14.995 12.132 7.777  0.07
H21 -12.136 3.415 5.351  0.10
H22 -6.239 5.781 4.291  0.13
H23 -6.657 9.343 5.367  0.11
H24 -5.305 7.286 4.544  0.14
H25 -11.986 2.613 8.594  0.10
H26 -17.247 2.923 7.956  0.13
H27 -13.586 9.974 3.378  0.11
H28 -10.759 10.261 7.632  0.08
H29 -10.736 3.047 1.019  0.13
H30 -13.025 13.760 3.899  0.10
H31 -13.779 1.200 3.308  0.13
H32 -11.648 4.901 12.790  0.08
H33 -11.800 6.208 14.852  0.12
H34 -12.863 13.156 6.473  0.11
H35 -14.351 2.069 8.600  0.04
H36 -10.161 5.934 12.810  0.09
H37 -12.795 10.126 6.202  0.08
H38 -17.166 3.540 2.176  0.09
H39 -12.951 1.430 0.987  0.12
H40 -11.325 8.799 13.276  0.08
H41 -13.885 9.280 1.021  0.10
H42 -17.215 7.128 8.870  0.09
H43 -3.927 6.616 2.590  0.07
H44 -14.924 7.818 3.323  0.08
H45 -10.397 8.358 11.247  0.08
H46 -18.871 5.081 10.825  0.12
H47 -8.522 6.120 10.268  0.11
H48 -12.449 11.261 4.868  0.06
H49 -13.485 12.459 2.852  0.08
H50 -15.390 9.074 5.105  0.09
H51 -15.066 9.920 10.518  0.07
H52 -12.351 9.790 8.396  0.05
H53 -12.978 6.853 13.713  0.09
H54 -19.551 6.165 8.726  0.14
H55 -12.222 1.620 4.058  0.13
H56 -11.360 5.031 8.976  0.08
H57 -9.527 5.456 5.315  0.11
H58 -9.165 7.705 3.458  0.15
H59 -13.513 6.738 9.644  0.05
H60 -16.328 13.455 1.767  0.06
H61 -18.165 2.412 9.909  0.12
H62 -18.616 11.021 8.223  0.10
H63 -13.012 8.761 12.014  0.08
H64 -17.692 4.464 6.257  0.12
H65 -8.064 8.350 9.016  0.08
H66 -14.765 10.535 12.842  0.08
H67 -10.961 10.502 9.372  0.08
H68 -6.135 6.924 9.359  0.06
H69 -19.425 4.528 7.938  0.14
H70 -18.572 6.124 4.043  0.07
H71 -7.190 6.043 6.332  0.12
H72 -15.666 3.540 4.764  0.08
H73 -8.536 7.110 11.757  0.11
H74 -15.636 8.301 10.783  0.07
H75 -19.941 3.852 10.248  0.14
H76 -15.661 6.215 8.656  0.06
H77 -8.347 6.161 3.445  0.12
H78 -10.354 7.851 9.521  0.06
H79 -8.006 9.063 10.578  0.11
H80 -14.626 2.003 10.163  0.06
H81 -4.411 6.624 0.945  0.09
H82 -16.673 5.992 10.074  0.10
H83 -18.107 12.114 10.300  0.08
H84 -12.319 3.790 0.809  0.11
H85 -11.431 8.747 16.331  0.08
H86 -18.876 12.701 8.073  0.11
H87 -15.418 13.619 5.244  0.08
H88 -14.983 14.997 2.963  0.11
H89 -14.591 4.850 2.994  0.13
H90 -12.820 8.836 15.288  0.07
H91 -17.122 3.487 10.763  0.11
H92 -17.866 3.721 3.858  0.07
H93 -14.969 12.562 1.042  0.07
H94 -13.517 4.352 9.955  0.08
H95 -14.316 7.534 0.905  0.08
H96 -15.915 3.828 8.745  0.11
H97 -16.537 11.470 9.704  0.04
H98 -10.317 4.349 10.205  0.10
H99 -13.619 14.819 1.857  0.12
H100 -11.794 1.999 10.230  0.10
H101 -15.836 10.564 7.435  0.08
H102 -12.107 5.109 2.650  0.13
H103 -16.038 8.689 2.299  0.12
H104 -16.938 13.240 6.716  0.10
H105 -9.456 6.574 7.330  0.10
H106 -13.632 0.617 9.457  0.08
H107 -6.838 9.219 3.671  0.10
H108 -17.067 6.916 4.320  0.04
H109 -15.877 12.626 3.921  0.08
H110 -16.375 9.825 12.759  0.07
H111 -13.932 6.397 11.461  0.09
H112 -13.824 3.292 5.537  0.10
H113 -4.673 5.333 2.164  0.08
H114 -12.805 3.756 11.386  0.11
H115 -5.911 7.484 10.966  0.07
H116 -14.643 3.502 1.827  0.15
H117 -17.447 11.782 6.019  0.09
H118 -19.223 6.435 6.580  0.10
H119 -8.378 9.490 4.714  0.10
H120 -13.090 4.871 5.007  0.10
H121 -11.600 0.999 1.847  0.12
H122 -11.113 3.888 3.472  0.11
H123 -18.339 7.926 4.511  0.08
H124 -16.505 10.174 4.518  0.10
H125 -11.603 12.480 8.786  0.11
H126 -5.854 8.710 9.642  0.08

Net charge = +3
2S+1 = 1
E = -116366.129 eV

Below is a molecular structure, C56H128F24N12O32S8, with properties calculated with ωB97M-V with the def2-TZVPD basis set.

Last column: Löwdin charge in e.
CARTESIAN COORDINATES (ANGSTROEM)
S1 -10.335 -39.390 11.363  0.57
S2 -16.009 -30.024 12.479  0.68
S3 -14.148 -33.560 5.505  0.60
S4 -16.216 -35.496 5.708  0.64
S5 -15.390 -29.500 9.678  0.62
S6 -11.663 -37.957 9.434  0.58
S7 -17.697 -39.710 3.942  0.64
S8 -19.467 -39.304 6.110  0.56
F1 -17.932 -42.315 3.800  0.13
F2 -16.648 -41.324 2.309  0.16
F3 -12.040 -38.156 6.738  0.17
F4 -18.146 -31.579 12.571  0.13
F5 -18.953 -42.015 6.388  0.18
F6 -10.365 -41.540 9.838  0.11
F7 -16.134 -31.303 7.780  0.09
F8 -16.537 -37.295 7.485  0.20
F9 -14.634 -36.319 7.621  0.09
F10 -18.735 -41.262 2.008  0.17
F11 -12.186 -35.078 4.551  0.06
F12 -16.476 -29.244 7.283  0.20
F13 -20.936 -41.543 5.807  0.11
F14 -12.227 -41.162 10.664  0.22
F15 -10.671 -41.855 11.968  0.14
F16 -11.289 -39.894 7.610  0.10
F17 -18.075 -30.123 14.136  0.11
F18 -12.292 -35.058 6.742  0.09
F19 -15.022 -37.886 6.044  0.11
F20 -13.309 -39.466 7.811  0.14
F21 -17.695 -30.095 8.787  0.12
F22 -11.507 -33.273 5.768  0.13
F23 -20.267 -41.113 7.818  0.13
F24 -18.564 -29.498 12.186  0.19
O1 -15.303 -30.968 13.320  -0.26
O2 -14.104 -41.485 14.914  -0.21
O3 -17.062 -34.724 6.591  -0.27
O4 -20.522 -24.189 7.199  -0.22
O5 -15.741 -35.303 11.642  -0.19
O6 -15.858 -28.556 12.696  -0.35
O7 -13.958 -32.661 4.395  -0.29
O8 -14.557 -34.695 0.644  -0.18
O9 -12.659 -34.481 11.512  -0.24
O10 -17.475 -38.735 2.888  -0.32
O11 -24.438 -21.457 5.217  -0.20
O12 -20.719 -38.637 6.230  -0.29
O13 -14.090 -30.039 9.261  -0.30
O14 -12.966 -39.218 2.847  -0.17
O15 -7.796 -38.688 5.915  -0.19
O16 -12.792 -38.228 10.261  -0.29
O17 -11.450 -36.591 8.948  -0.32
O18 -8.982 -39.717 11.674  -0.29
O19 -22.349 -34.968 6.130  -0.20
O20 -16.787 -43.709 18.345  -0.21
O21 -17.774 -25.963 16.488  -0.18
O22 -18.456 -38.855 6.985  -0.25
O23 -16.830 -36.248 4.598  -0.33
O24 -6.708 -21.761 1.657  -0.10
O25 -5.704 -41.203 7.726  -0.17
O26 -15.652 -28.083 9.797  -0.29
O27 -14.458 -24.733 16.175  -0.17
O28 -16.627 -39.926 4.900  -0.28
O29 -22.191 -37.405 2.031  -0.21
O30 -2.534 -24.859 0.789  -0.15
O31 -11.206 -38.968 12.379  -0.26
O32 -14.362 -32.861 6.749  -0.28
N1 -15.947 -30.340 10.889  -0.32
N2 -14.911 -43.006 16.821  0.05
N3 -14.503 -33.098 10.434  0.06
N4 -15.937 -26.213 14.392  0.06
N5 -3.830 -22.000 -0.020  0.01
N6 -14.994 -37.383 2.322  0.10
N7 -7.472 -39.617 8.535  0.08
N8 -19.142 -39.508 4.602  -0.29
N9 -20.929 -36.498 4.273  0.07
N10 -14.935 -34.851 5.051  -0.29
N11 -23.026 -23.284 6.332  0.05
N12 -10.286 -38.441 10.051  -0.30
C1 -15.618 -33.780 9.755  -0.10
C2 -17.786 -30.304 12.819  -0.70
C3 -15.011 -44.481 17.283  -0.08
C4 -12.113 -33.354 10.776  -0.15
C5 -18.179 -26.595 15.305  -0.23
C6 -2.261 -23.799 -0.247  -0.06
C7 -7.834 -21.415 1.987  -0.09
C8 -3.575 -23.196 -0.773  -0.13
C9 -15.573 -36.878 6.786  -0.65
C10 -17.433 -25.943 14.193  -0.07
C11 -13.173 -33.227 9.695  -0.07
C12 -5.873 -42.352 6.906  -0.06
C13 -24.405 -23.686 5.842  -0.08
C14 -23.375 -35.356 7.018  -0.09
C15 -14.924 -24.082 14.928  -0.16
C16 -12.122 -38.862 7.807  -0.68
C17 -8.206 -38.157 4.621  -0.03
C18 -13.535 -42.473 16.995  -0.11
C19 -21.932 -23.493 5.359  -0.08
C20 -5.817 -20.735 0.727  0.00
C21 -17.795 -41.282 2.932  -0.68
C22 -13.430 -41.088 13.694  -0.03
C23 -18.883 -25.413 17.188  -0.06
C24 -22.965 -38.602 2.090  -0.08
C25 -18.091 -43.869 18.944  -0.04
C26 -17.147 -35.321 12.004  -0.05
C27 -12.432 -34.254 5.661  -0.56
C28 -12.767 -37.856 3.298  -0.17
C29 -19.417 -24.113 8.069  -0.09
C30 -14.455 -23.765 17.177  -0.13
C31 -20.556 -23.254 6.070  -0.14
C32 -5.224 -21.482 -0.429  -0.09
C33 -15.595 -35.261 10.246  -0.20
C34 -24.809 -22.770 4.750  -0.18
C35 -12.702 -40.149 3.900  -0.07
C36 -13.437 -41.251 16.093  -0.24
C37 -13.588 -36.894 2.459  -0.08
C38 -11.761 -35.206 12.329  -0.09
C39 -6.536 -40.149 9.645  -0.04
C40 -16.322 -44.852 17.801  -0.27
C41 -20.345 -35.422 5.151  -0.09
C42 -15.660 -35.036 1.439  -0.23
C43 -7.916 -37.742 6.940  -0.21
C44 -20.218 -36.457 2.950  -0.09
C45 -11.000 -41.079 10.936  -0.73
C46 -16.469 -30.054 8.271  -0.68
C47 -14.972 -25.174 13.876  -0.09
C48 -20.771 -37.557 2.041  -0.20
C49 -7.006 -38.299 7.989  -0.10
C50 -14.086 -33.428 1.007  -0.09
C51 -21.056 -35.403 6.469  -0.20
C52 -2.440 -26.082 0.511  -0.06
C53 -15.952 -36.528 1.389  -0.03
C54 -25.532 -20.567 5.323  -0.07
C55 -19.874 -41.120 6.545  -0.66
C56 -6.125 -41.454 9.024  -0.24
H1 -15.924 -23.644 15.054  0.12
H2 -13.700 -40.040 13.434  0.11
H3 -4.420 -23.870 -0.814  0.14
H4 -15.790 -26.261 15.411  0.15
H5 -25.904 -22.808 4.562  0.15
H6 -8.397 -22.108 2.703  0.11
H7 -7.660 -37.291 4.423  0.07
H8 -16.065 -37.087 0.512  0.11
H9 -18.786 -44.073 18.127  0.09
H10 -6.768 -42.921 7.184  0.10
H11 -14.798 -32.710 0.752  0.07
H12 -7.182 -40.366 10.463  0.09
H13 -22.704 -23.771 7.205  0.19
H14 -19.603 -26.141 17.473  0.09
H15 -7.554 -36.753 6.598  0.14
H16 -9.275 -38.012 4.604  0.08
H17 -13.181 -36.767 1.497  0.13
H18 -22.065 -22.923 4.493  0.12
H19 -13.315 -42.198 18.023  0.15
H20 -19.228 -24.584 16.555  0.11
H21 -20.455 -38.531 2.298  0.08
H22 -18.336 -42.839 19.354  0.12
H23 -13.101 -33.142 0.639  0.10
H24 -6.925 -42.147 9.164  0.12
H25 -17.708 -26.444 13.199  0.16
H26 -23.138 -22.305 6.517  0.15
H27 -17.551 -36.162 11.408  0.09
H28 -12.369 -41.053 13.796  0.06
H29 -3.211 -21.194 -0.349  0.20
H30 -11.237 -21.849 -7.109  -0.16
H31 -2.442 -26.747 1.413  0.09
H32 -24.468 -24.789 5.686  0.16
H33 -20.587 -34.740 7.205  0.14
H34 -11.005 -34.087 -9.808  -0.07
H35 -5.805 -39.330 9.872  0.16
H36 -25.117 -19.574 5.200  0.10
H37 -14.326 -24.239 18.114  0.08
H38 -13.252 -34.239 9.209  0.13
H39 -14.357 -33.704 11.272  0.14
H40 -17.026 -45.132 17.005  0.15
H41 -14.210 -23.275 14.580  0.16
H42 -6.866 -37.657 8.865  0.14
H43 -5.185 -20.926 -1.358  0.15
H44 -12.177 -36.201 12.587  0.09
H45 -26.208 -20.662 6.143  0.09
H46 -25.010 -23.498 6.662  0.11
H47 -13.218 -39.849 4.791  0.07
H48 -3.383 -22.807 -1.763  0.14
H49 -6.390 -19.898 0.421  0.12
H50 -8.927 -37.593 7.263  0.11
H51 -21.187 -36.401 6.925  0.11
H52 -5.026 -20.524 1.413  0.11
H53 -15.122 -42.889 15.804  0.17
H54 -7.440 -40.218 7.722  0.14
H55 -13.156 -41.073 3.637  0.08
H56 -21.954 -36.426 4.188  0.19
H57 -10.808 -35.407 11.671  0.12
H58 -14.706 -35.788 9.912  0.11
H59 -17.480 -24.890 14.204  0.11
H60 -12.912 -43.281 16.642  0.14
H61 -19.401 -23.111 8.587  0.11
H62 -18.488 -24.195 7.530  0.09
H63 -14.740 -45.132 16.445  0.15
H64 -12.318 -41.036 16.026  0.16
H65 -8.334 -20.423 1.785  0.10
H66 -18.569 -25.050 18.109  0.07
H67 -19.821 -23.543 5.316  0.13
H68 -3.728 -22.017 1.072  0.22
H69 -15.424 -23.294 17.290  0.09
H70 -18.051 -27.708 15.351  0.15
H71 -5.926 -22.338 -0.546  0.15
H72 -23.272 -36.408 7.370  0.10
H73 -11.704 -37.621 3.185  0.13
H74 -5.002 -43.062 7.088  0.12
H75 -22.458 -39.297 2.779  0.08
H76 -19.241 -26.459 15.135  0.13
H77 -15.676 -42.435 17.332  0.21
H78 -20.319 -22.194 6.341  0.14
H79 -6.066 -38.485 7.509  0.13
H80 -21.950 -24.583 5.158  0.15
H81 -13.958 -25.600 13.698  0.16
H82 -5.371 -41.880 9.662  0.14
H83 -16.554 -34.310 1.265  0.17
H84 -20.550 -34.555 4.499  0.14
H85 -16.128 -45.702 18.441  0.15
H86 -14.255 -44.562 17.995  0.11
H87 -11.101 -33.480 10.273  0.15
H88 -1.801 -24.410 -1.029  0.13
H89 -19.162 -36.736 3.101  0.11
H90 -15.555 -37.403 3.161  0.10
H91 -13.078 -32.400 9.031  0.10
H92 -11.654 -40.329 4.109  0.09
H93 -17.574 -34.337 11.696  0.09
H94 -5.768 -42.132 5.885  0.07
H95 -13.772 -41.853 12.973  0.11
H96 -24.028 -38.367 2.255  0.10
H97 -16.527 -33.253 9.958  0.11
H98 -2.311 -26.483 -0.522  0.08
H99 -20.281 -35.436 2.549  0.14
H100 -24.361 -22.982 3.794  0.13
H101 -15.256 -24.839 12.911  0.12
H102 -17.326 -35.573 13.057  0.09
H103 -20.233 -37.502 1.011  0.16
H104 -20.734 -37.318 4.826  0.09
H105 -7.946 -38.953 3.920  0.10
H106 -15.536 -33.623 8.689  0.09
H107 -1.584 -23.096 0.271  0.15
H108 -16.951 -36.603 1.942  0.11
H109 -19.478 -24.875 8.806  0.08
H110 -14.796 -32.162 10.811  0.13
H111 -12.959 -37.772 4.376  0.10
H112 -12.093 -32.514 11.464  0.13
H113 -24.274 -35.204 6.399  0.10
H114 -13.741 -35.972 2.965  0.08
H115 -22.751 -39.173 1.088  0.12
H116 -13.975 -40.390 16.580  0.15
H117 -16.372 -35.861 9.755  0.12
H118 -15.748 -27.156 13.989  0.12
H119 -8.427 -39.465 8.927  0.14
H120 -19.247 -35.563 5.243  0.12
H121 -23.456 -34.743 7.915  0.08
H122 -11.471 -34.708 13.298  0.10
H123 -26.147 -20.721 4.416  0.10
H124 -13.731 -22.955 17.154  0.10
H125 -18.190 -44.599 19.774  0.11
H126 -13.978 -33.380 2.102  0.07
H127 -14.885 -38.330 1.998  0.15
H128 -15.322 -34.834 2.492  0.10

Net charge = +4
2S+1 = 1
E = -295386.066 eV

Frontier orbital gap values, unit eV, following the record order: 9.5 1.0.